[1]
C11H12NO3 | ωB97M-V/def2-TZVPD

Lowest unoccupied orbital energy (eV): -4.09
Net charge: +1
SMILES string: C[N+]1(C)OC(=O)[C@@H](c2ccccc2)C1=O
Strongest force on any atom (eV/Å): 5.47
ΔE to the lowest compared entry with this formula, charge and spin (kcal/mol): 50.2

CARTESIAN COORDINATES (ANGSTROEM)
C  2.0510  -1.9619  0.8722
N  0.7282  -2.1500  0.2400
C  0.5501  -3.4884  -0.4350
O  -0.2055  -1.9800  1.1814
C  -1.1385  -0.9706  0.9034
O  -2.0384  -0.7705  1.6602
C  -0.8254  -0.2538  -0.4264
C  -0.7465  1.2139  -0.2747
C  -1.2695  2.0544  -1.3584
C  -1.3147  3.3913  -1.1738
C  -0.6470  3.9295  0.0008
C  -0.1310  3.1643  0.9855
C  -0.1726  1.8185  0.8143
C  0.5678  -0.9513  -0.8719
O  1.3921  -0.8040  -1.6819
H  2.4680  -0.9596  0.5151
H  1.8938  -1.8438  1.9898
H  2.6790  -2.7422  0.4291
H  -0.6111  -3.8327  -0.2685
H  0.8038  -3.4120  -1.4709
H  1.1241  -4.2921  0.0884
H  -1.5686  -0.6191  -1.2710
H  -1.7852  1.7162  -2.2657
H  -1.7620  3.8874  -1.9118
H  -0.6256  5.0240  0.1848
H  0.3158  3.7081  1.8637
H  0.2679  1.1244  1.6812

Atomic forces in eV per Å
C 1.20 1.82 0.12
N 1.19 -0.22 -2.14
C -2.92 -1.77 1.75
O -1.97 0.32 1.75
C -1.69 0.76 -0.02
O 1.53 -0.42 -1.04
C 0.78 -2.67 -1.28
C -0.73 1.71 -2.61
C -0.13 -1.77 1.56
C 3.27 -1.07 4.25
C -1.87 2.14 -1.90
C 0.92 1.69 1.02
C 1.12 -3.80 2.57
C -1.91 0.83 0.62
O -0.48 -0.18 0.40
H -0.46 -1.36 0.52
H 0.47 -0.92 -1.43
H 0.22 0.19 0.97
H 2.89 1.18 -0.70
H 0.22 0.04 -0.53
H -0.19 0.96 -0.42
H 1.25 0.82 1.78
H 0.43 -0.64 0.53
H -1.53 2.77 -2.45
H -0.14 -0.78 -0.50
H -0.45 -1.10 -0.92
H -1.01 1.51 -1.89

How positive or negative is each atom? The natural (NBO) charges in e answer that:
1 C -0.445
2 N -0.027
3 C -0.449
4 O -0.340
5 C 0.777
6 O -0.439
7 C -0.439
8 C -0.095
9 C -0.180
10 C -0.181
11 C -0.146
12 C -0.234
13 C -0.162
14 C 0.771
15 O -0.406
16 H 0.246
17 H 0.278
18 H 0.249
19 H 0.268
20 H 0.247
21 H 0.257
22 H 0.320
23 H 0.228
24 H 0.222
25 H 0.232
26 H 0.249
27 H 0.202



[2]
C11H12O3 | ωB97M-V/def2-TZVPD

Lowest unoccupied orbital energy (eV): 0.73
SMILES string: O=C1OC[C@H](CCc2ccccc2)O1
Strongest force on any atom (eV/Å): 0.62
ΔE to the lowest compared entry with this formula, charge and spin (kcal/mol): 0.0

CARTESIAN COORDINATES (ANGSTROEM)
O  1.6443  2.0001  2.0174
C  1.9121  1.1081  1.2810
O  2.7094  1.2111  0.1782
C  2.2422  0.1789  -0.7165
C  1.9062  -0.9279  0.2634
C  0.8876  -1.9672  -0.2116
C  -0.5258  -1.8168  0.3707
C  -1.1552  -0.4677  0.0891
C  -1.4146  -0.0837  -1.2281
C  -1.9695  1.1597  -1.5077
C  -2.2758  2.0314  -0.4691
C  -2.0261  1.6576  0.8451
C  -1.4718  0.4129  1.1209
O  1.4844  -0.1726  1.4209
H  3.0396  -0.1047  -1.3972
H  1.3554  0.5684  -1.2197
H  2.8187  -1.4386  0.5857
H  0.8000  -1.8891  -1.3005
H  1.2702  -2.9658  -0.0006
H  -1.1552  -2.5711  -0.1127
H  -0.5363  -2.0337  1.4387
H  -1.1749  -0.7776  -2.0276
H  -2.1592  1.4406  -2.5368
H  -2.7124  2.9977  -0.6872
H  -2.2443  2.3311  1.6638
H  -1.2489  0.1189  2.1403

Atomic forces in eV per Å
O 0.15 -0.18 0.05
C 0.20 -0.04 0.07
O -0.51 0.00 -0.15
C 0.28 0.07 0.54
C 0.23 -0.31 0.27
C -0.25 0.24 0.03
C -0.19 0.04 -0.25
C 0.01 0.08 0.02
C 0.01 0.03 0.27
C 0.07 -0.15 0.03
C -0.01 -0.01 -0.01
C 0.06 -0.17 -0.01
C 0.04 -0.06 -0.18
O -0.23 0.18 -0.22
H -0.06 0.17 -0.12
H 0.03 -0.21 -0.23
H 0.06 0.06 -0.21
H 0.14 -0.02 0.03
H -0.07 0.00 0.04
H 0.09 -0.09 0.11
H 0.07 0.12 0.01
H -0.06 0.09 -0.08
H -0.03 0.03 0.05
H 0.03 0.00 0.01
H -0.03 0.03 -0.05
H -0.04 0.10 -0.02

How positive or negative is each atom? The natural (NBO) charges in e answer that:
1 O -0.564
2 C 0.974
3 O -0.502
4 C -0.101
5 C 0.068
6 C -0.412
7 C -0.417
8 C -0.036
9 C -0.241
10 C -0.208
11 C -0.224
12 C -0.203
13 C -0.155
14 O -0.503
15 H 0.207
16 H 0.198
17 H 0.187
18 H 0.208
19 H 0.220
20 H 0.219
21 H 0.221
22 H 0.205
23 H 0.213
24 H 0.215
25 H 0.217
26 H 0.212



[3]
C11H13AsBrO2S4Tc | ωB97M-V/def2-TZVPD

Lowest unoccupied orbital energy (eV): -9.25
Net charge: +2
Strongest force on any atom (eV/Å): 1.05
ΔE to the lowest compared entry with this formula, charge and spin (kcal/mol): 0.0

CARTESIAN COORDINATES (ANGSTROEM)
Tc  1.4533  -0.9738  0.4672
S  5.4444  -3.2810  2.7723
As  3.7573  -2.0711  2.3120
S  3.4252  -0.2550  1.0853
S  1.7128  -2.7227  1.7790
S  4.4794  -2.0791  4.3192
Br  -0.3238  3.6277  0.4913
C  -1.7457  2.5683  1.0943
C  -2.9422  3.2070  1.3629
C  -4.0404  2.4780  1.8003
C  -3.9715  1.0965  1.9725
C  -2.7914  0.4482  1.7046
C  -1.6580  1.1711  1.2669
C  -0.4856  0.4104  1.0234
O  0.6996  0.8463  0.7262
O  -0.4434  -0.8971  1.0732
H  -3.0159  4.2768  1.2303
H  -4.9648  3.0006  2.0089
H  -4.8334  0.5427  2.3151
H  -2.7148  -0.6221  1.8379
C  0.2851  -1.5350  -3.3879
C  0.7137  -0.7821  -2.1098
C  1.3221  0.5790  -2.4449
C  1.7145  -1.7000  -1.3904
H  -0.4076  -0.9055  -3.9457
H  -0.2108  -2.4768  -3.1587
H  1.1526  -1.7332  -4.0165
H  -0.2052  -0.6696  -1.5147
H  2.0879  0.4610  -3.2129
H  1.7859  1.0841  -1.5939
H  0.5579  1.2521  -2.8306
H  2.7450  -1.5962  -1.7309
H  1.4179  -2.7494  -1.3059

Atomic forces in eV per Å
Tc -0.10 -0.67 -0.80
S 0.17 -0.05 -0.06
As -0.22 -0.02 0.19
S 0.23 0.37 0.13
S -0.07 -0.05 0.15
S 0.09 -0.01 0.11
Br 0.05 0.02 -0.02
C -0.07 0.07 0.02
C -0.02 -0.02 0.02
C 0.03 -0.01 -0.01
C 0.02 0.03 -0.01
C 0.00 0.01 0.00
C -0.11 -0.07 0.02
C 0.14 -0.19 0.06
O -0.01 0.19 0.04
O -0.10 0.22 0.13
H 0.00 0.00 0.00
H 0.00 0.00 0.00
H -0.01 0.00 0.00
H 0.02 0.00 -0.01
C -0.07 0.02 0.02
C 0.09 -0.05 -0.13
C 0.04 0.06 0.01
C 0.01 0.26 0.26
H 0.00 0.00 0.00
H 0.00 0.00 0.00
H 0.01 0.00 0.00
H -0.01 0.02 0.03
H 0.00 -0.01 -0.01
H -0.04 -0.03 0.04
H -0.01 -0.03 -0.03
H -0.02 -0.04 -0.06
H -0.06 -0.02 -0.07

How positive or negative is each atom? The natural (NBO) charges in e answer that:
1 Tc 0.783
2 S 0.044
3 As 0.876
4 S 0.063
5 S 0.048
6 S 0.006
7 Br 0.175
8 C -0.032
9 C -0.231
10 C -0.077
11 C -0.216
12 C -0.112
13 C -0.219
14 C 0.777
15 O -0.553
16 O -0.576
17 H 0.258
18 H 0.251
19 H 0.253
20 H 0.244
21 C -0.578
22 C -0.290
23 C -0.620
24 C -0.462
25 H 0.250
26 H 0.229
27 H 0.229
28 H 0.225
29 H 0.237
30 H 0.208
31 H 0.253
32 H 0.279
33 H 0.277



[4]
C11H13AuN4OS6 | ωB97M-V/def2-TZVPD

Lowest unoccupied orbital energy (alpha / beta) (eV): -2.96 / -2.96
Strongest force on any atom (eV/Å): 2.20

CARTESIAN COORDINATES (ANGSTROEM)
Au  0.0616  0.4522  0.1678
O  2.8117  -4.4593  -3.7724
C  2.2026  -3.6041  -3.2133
S  2.5619  -1.8577  -3.3594
C  1.3394  -1.2628  -2.2529
C  0.5056  -2.2256  -1.6993
S  -0.8052  -1.9764  -0.6777
S  0.8382  -3.8947  -2.1335
S  1.2945  0.4135  -1.9711
C  -4.4182  4.1078  -3.6829
C  -3.3860  4.1286  -2.6087
C  -2.6976  5.2758  -2.2088
C  -1.7276  5.1023  -1.2319
N  -1.4900  3.9330  -0.6655
C  -2.2455  2.9157  -1.0636
S  -2.2007  1.4154  -0.2233
N  -3.1556  2.9672  -2.0243
H  -4.8427  5.0921  -3.8540
H  -5.2005  3.4055  -3.4044
H  -3.9616  3.7497  -4.6054
H  -2.9193  6.2368  -2.6430
H  -1.1217  5.9248  -0.8686
C  -4.0864  0.3658  2.2224
N  -2.6997  0.5334  2.5957
C  -1.7751  -0.4222  2.5762
S  -0.1290  0.0801  2.6140
N  -2.1112  -1.7018  2.6068
C  -1.1754  -2.7975  2.6339
H  -4.5711  1.3336  2.3112
H  -4.5791  -0.3362  2.8938
H  -4.1751  0.0309  1.1842
H  -2.3289  1.4685  2.5016
H  -3.0772  -1.9518  2.4416
H  -0.2016  -2.4195  2.9343
H  -1.0871  -3.2551  1.6464
H  -1.5086  -3.5443  3.3518

Atomic forces in eV per Å
Au -0.33 0.12 -0.56
O 0.25 -0.12 -0.17
C -0.32 0.34 0.11
S -0.08 0.17 -0.17
C 0.79 1.58 -0.73
C -1.38 -1.20 1.22
S 1.03 0.06 -0.56
S -0.09 0.03 0.07
S -0.04 -1.11 1.25
C -0.06 0.09 -0.08
C 0.13 0.48 0.27
C -0.07 -0.20 -0.07
C -0.18 0.13 -0.26
N 0.45 0.10 0.37
C 0.10 0.11 -0.01
S 0.06 -0.63 0.36
N -0.34 -0.28 -0.41
H -0.05 0.11 -0.09
H -0.04 0.01 -0.05
H -0.04 0.01 -0.10
H 0.07 0.13 -0.04
H -0.02 0.11 -0.10
C -0.19 -0.25 0.02
N 0.11 -0.11 -0.02
C 0.00 0.70 0.36
S 0.70 0.29 -0.47
N -0.65 -0.14 -0.32
C 0.33 -0.42 -0.04
H -0.06 -0.06 -0.02
H -0.11 -0.02 0.07
H -0.04 0.02 0.10
H 0.12 -0.14 -0.17
H 0.04 0.17 0.14
H -0.06 -0.07 -0.03
H 0.02 -0.02 0.09
H -0.05 -0.01 0.03

How positive or negative is each atom? The natural (NBO) charges in e answer that:
1 Au 0.687
2 O -0.521
3 C 0.206
4 S 0.365
5 C -0.402
6 C -0.415
7 S 0.014
8 S 0.372
9 S 0.075
10 C -0.645
11 C 0.267
12 C -0.345
13 C 0.087
14 N -0.484
15 C 0.250
16 S -0.395
17 N -0.494
18 H 0.211
19 H 0.235
20 H 0.231
21 H 0.218
22 H 0.192
23 C -0.439
24 N -0.555
25 C 0.367
26 S -0.261
27 N -0.570
28 C -0.428
29 H 0.236
30 H 0.192
31 H 0.227
32 H 0.447
33 H 0.405
34 H 0.247
35 H 0.218
36 H 0.207